1.
{"formula": "C16H19Cl16N3O2", "method": "ωB97M-V with the def2-TZVPD basis set", "molar_mass_g_mol": 852.595, "e_lumo_ha": -0.038, "homo_ha": -0.278, "total_charge": 0, "energy_ha": -8298.591067, "species": ["Cl", "Cl", "Cl", "Cl", "Cl", "Cl", "Cl", "Cl", "Cl", "Cl", "Cl", "Cl", "Cl", "Cl", "Cl", "Cl", "O", "O", "N", "N", "N", "C", "C", "C", "C", "C", "C", "C", "C", "C", "C", "C", "C", "C", "C", "C", "C", "H", "H", "H", "H", "H", "H", "H", "H", "H", "H", "H", "H", "H", "H", "H", "H", "H", "H", "H"], "coordinates": [[-3.784, 9.541, -3.720], [-0.564, 4.261, -2.584], [-1.060, 10.489, -3.401], [3.451, -2.253, -6.667], [-3.290, -4.847, 4.173], [-1.597, 7.641, -3.537], [-1.893, 9.287, -5.907], [-2.871, -3.202, 1.819], [1.398, -4.101, -7.554], [0.648, -1.599, -6.290], [-5.219, -4.897, 2.006], [-0.534, 5.460, -5.225], [1.922, 4.440, -4.069], [-4.990, -2.546, 3.691], [1.871, -3.711, -4.718], [-0.150, 2.599, -4.928], [2.313, 1.746, 2.589], [3.625, 0.197, 3.672], [1.157, 0.718, -2.569], [1.947, -0.994, -1.086], [-1.765, 0.205, 2.008], [-4.093, -3.873, 2.922], [-2.083, 9.239, -4.141], [-2.028, 0.080, 3.482], [0.169, 4.191, -4.202], [2.007, -0.535, -2.531], [1.317, -2.803, 0.658], [2.336, -0.448, 1.481], [-0.047, -2.702, 3.458], [1.760, -1.847, 1.828], [2.791, 0.553, 2.641], [-0.725, -1.950, 4.707], [1.842, -2.916, -6.309], [2.403, -0.081, -0.045], [1.437, -2.314, -0.813], [-0.740, -0.373, 4.344], [1.556, -2.413, 3.323], [1.958, -1.714, 4.130], [-0.776, 0.182, 5.355], [-1.693, 1.224, 1.810], [-2.940, -0.581, 3.680], [-0.185, -3.845, 3.470], [2.805, 0.932, -0.415], [-0.257, -2.189, 5.721], [-1.827, -2.304, 4.750], [-2.652, -0.069, 1.534], [-2.299, 1.141, 3.864], [0.213, -0.073, 3.782], [-0.609, -2.323, 2.512], [0.371, 0.636, -1.898], [2.067, -3.438, 3.353], [1.535, -1.349, -3.178], [1.096, -3.054, -1.621], [0.887, -3.836, 0.938], [3.099, -0.321, -2.791], [0.689, 0.737, -3.499]], "nbo_charge": [0.05, 0.06, 0.06, 0.07, 0.06, 0.06, 0.05, 0.05, 0.07, 0.05, 0.06, 0.07, 0.07, 0.06, 0.04, 0.03, -0.69, -0.74, -0.85, -0.35, -0.86, -0.21, -0.22, -0.23, -0.21, -0.04, -0.25, -0.08, -0.42, 0.15, 0.69, -0.41, -0.22, 0.09, 0.02, -0.43, -0.48, 0.29, 0.22, 0.36, 0.19, 0.20, 0.27, 0.22, 0.20, 0.35, 0.18, 0.23, 0.22, 0.38, 0.23, 0.20, 0.24, 0.25, 0.22, 0.37]}

2.
{"formula": "C15H23N3O7S", "method": "ωB97M-V with the def2-TZVPD basis set", "molar_mass_g_mol": 389.430, "relative_energy_ev": 2.931, "e_lumo_ha": -0.010, "smiles": "CCOCCCNC(=O)CN(c1cc([N+](=O)[O-])ccc1OC)S(C)(=O)=O", "homo_ha": -0.332, "total_charge": 0, "energy_ha": -1674.406606, "species": ["S", "O", "O", "O", "O", "O", "O", "O", "N", "N", "N", "C", "C", "C", "C", "C", "C", "C", "C", "C", "C", "C", "C", "C", "C", "C", "H", "H", "H", "H", "H", "H", "H", "H", "H", "H", "H", "H", "H", "H", "H", "H", "H", "H", "H", "H", "H", "H", "H"], "coordinates": [[0.169, 1.018, -0.120], [3.656, -0.575, 1.574], [-3.951, -3.226, 0.728], [-5.669, -2.191, 1.498], [-0.154, -2.577, -0.932], [1.367, 1.074, -0.915], [-2.525, 2.538, -1.027], [-0.307, 2.236, 0.456], [-1.003, 0.382, -1.135], [-4.593, -2.218, 0.933], [1.623, -1.589, -1.917], [3.691, -0.899, 0.195], [2.598, -2.541, -1.424], [-3.120, 3.796, -0.797], [-4.777, 0.199, 0.666], [4.338, 0.615, 1.914], [0.349, -0.168, 1.237], [-4.051, -0.970, 0.479], [-3.044, 1.450, -0.450], [3.039, -2.270, 0.017], [-2.284, 0.261, -0.570], [0.322, -1.674, -1.595], [-4.277, 1.400, 0.205], [3.553, 1.892, 1.615], [-0.546, -0.540, -2.155], [-2.795, -0.942, -0.125], [4.171, 2.756, 1.843], [4.522, 0.536, 2.989], [2.652, 1.937, 2.221], [3.258, 1.938, 0.569], [-4.861, 2.295, 0.335], [-4.122, 3.852, -1.236], [3.457, -2.520, -2.099], [5.308, 0.644, 1.397], [-1.424, -0.979, -2.633], [-2.235, -1.861, -0.242], [-0.299, 0.178, 2.031], [2.130, -3.528, -1.465], [4.734, -0.918, -0.155], [1.385, -0.169, 1.558], [2.169, -2.324, 0.669], [1.965, -0.697, -2.242], [0.017, 0.041, -2.889], [-3.166, 4.020, 0.271], [3.146, -0.141, -0.381], [-2.468, 4.516, -1.286], [0.054, -1.155, 0.905], [3.733, -3.050, 0.329], [-5.736, 0.149, 1.158]], "nbo_charge": [2.32, -0.55, -0.37, -0.39, -0.64, -0.98, -0.47, -0.93, -0.69, 0.53, -0.60, -0.08, -0.22, -0.25, -0.14, -0.06, -0.91, -0.02, 0.35, -0.43, 0.13, 0.66, -0.31, -0.65, -0.30, -0.21, 0.21, 0.19, 0.21, 0.22, 0.23, 0.18, 0.20, 0.16, 0.24, 0.28, 0.25, 0.23, 0.16, 0.28, 0.22, 0.42, 0.22, 0.19, 0.19, 0.21, 0.26, 0.21, 0.25]}

3.
{"formula": "C2H10N2O2P", "method": "ωB97M-V with the def2-TZVPD basis set", "molar_mass_g_mol": 125.088, "relative_energy_ev": 1.722, "e_lumo_ha": -0.163, "homo_ha": -0.514, "total_charge": 1, "energy_ha": -683.321043, "species": ["P", "O", "O", "N", "N", "C", "C", "H", "H", "H", "H", "H", "H", "H", "H", "H", "H"], "coordinates": [[-0.847, 1.550, -0.472], [-0.169, 1.810, 0.959], [0.369, 1.068, -1.316], [2.918, 0.553, 0.250], [-1.581, -0.189, -0.003], [-1.342, -0.714, 1.115], [-2.382, -0.646, -1.061], [-3.305, -0.933, -0.678], [3.522, -0.220, 0.405], [-0.606, -0.380, 1.786], [1.323, 0.984, -1.040], [-2.591, 0.242, -1.769], [3.512, 1.326, 0.177], [-0.536, 2.466, 1.613], [-1.722, -1.615, 1.363], [2.246, 0.606, 0.947], [-1.883, -1.526, -1.499]], "nbo_charge": [1.60, -1.04, -1.04, -1.09, -0.46, 0.11, -0.46, 0.24, 0.38, 0.22, 0.57, 0.24, 0.38, 0.55, 0.19, 0.36, 0.26]}

4.
{"formula": "C12H19BrN", "method": "ωB97M-V with the def2-TZVPD basis set", "molar_mass_g_mol": 257.195, "relative_energy_ev": 0.065, "e_lumo_ha": -0.102, "smiles": "CCCCC[NH2+]Cc1ccc(Br)cc1", "homo_ha": -0.450, "total_charge": 1, "energy_ha": -3097.191975, "species": ["Br", "N", "C", "C", "C", "C", "C", "C", "C", "C", "C", "C", "C", "C", "H", "H", "H", "H", "H", "H", "H", "H", "H", "H", "H", "H", "H", "H", "H", "H", "H", "H", "H"], "coordinates": [[6.092, -0.417, 0.259], [-0.553, 1.069, 0.461], [-2.941, -0.849, 0.797], [1.690, 0.932, -0.529], [-1.986, 1.478, 0.367], [-2.415, -2.173, 0.237], [2.516, 1.678, 0.308], [3.819, 1.284, 0.543], [4.304, 0.132, -0.063], [2.191, -0.216, -1.132], [3.494, -0.617, -0.905], [0.267, 1.369, -0.751], [-0.906, -2.200, 0.015], [-2.833, 0.336, -0.182], [0.222, 2.446, -0.930], [-3.825, 0.736, -0.389], [1.571, -0.796, -1.800], [-2.054, 2.359, -0.273], [-0.604, -1.533, -0.791], [-0.171, 0.853, -1.606], [2.152, 2.587, 0.765], [-0.097, 1.523, 1.260], [-2.676, -2.964, 0.941], [-2.429, 0.001, -1.138], [4.459, 1.867, 1.186], [-3.988, -0.995, 1.063], [-0.599, -3.201, -0.275], [-0.366, -1.957, 0.932], [3.882, -1.504, -1.380], [-2.923, -2.395, -0.702], [-2.417, -0.625, 1.730], [-2.342, 1.749, 1.362], [-0.532, 0.046, 0.623]], "nbo_charge": [0.12, -0.53, -0.41, -0.02, -0.22, -0.40, -0.23, -0.22, -0.06, -0.21, -0.21, -0.25, -0.63, -0.43, 0.24, 0.25, 0.22, 0.23, 0.18, 0.23, 0.21, 0.44, 0.23, 0.21, 0.25, 0.24, 0.25, 0.20, 0.24, 0.21, 0.19, 0.23, 0.46]}

Number 1: frontier orbital gap 6.517 eV. Number 2: frontier orbital gap 8.774 eV. Number 3: frontier orbital gap 9.558 eV. Number 4: frontier orbital gap 9.468 eV.